Molecular formula: C10H16
Method: DFT, wB97M-V/def2-TZVPD

Each line ends with the Mulliken charge.
Element x y z (Å)
C  -0.73  0.11  -1.40  -1.351
C  0.65  0.69  -1.21  0.950
C  0.79  1.80  -0.39  -0.375
C  2.07  2.33  -0.28  -0.545
C  3.17  1.63  -0.75  -0.458
C  3.01  0.46  -1.46  -0.313
C  1.72  0.02  -1.80  -0.628
H  -1.48  0.77  -0.94  0.382
H  -0.80  -0.73  -0.72  0.041
H  -1.06  -0.07  -2.44  0.468
H  -0.04  2.10  0.23  0.388
H  2.21  3.25  0.27  0.344
H  4.22  2.00  -0.68  0.318
H  3.92  -0.04  -1.81  0.331
H  1.48  -0.82  -2.43  0.406
C  -2.37  -2.14  0.59  -1.129
C  -2.11  -1.12  1.67  -0.165
C  -0.77  -0.45  2.01  -1.036
H  -2.56  -1.69  -0.38  0.287
H  -1.51  -2.78  0.38  0.319
H  -3.32  -2.62  0.87  0.329
H  -2.47  -1.62  2.58  0.375
H  -2.77  -0.24  1.56  0.216
H  -0.09  -1.21  2.31  0.321
H  -0.85  0.14  2.91  0.382
H  -0.30  0.20  1.31  0.143

Structure (SMILES) ... Cc1ccccc1.CCC
Charge ... 0
ΔE to the lowest compared entry with this formula, charge and spin ... 25.8 kcal/mol
LUMO ... 0.038 Eh
Gap between HOMO and LUMO ... 10.06 eV



Molecular formula: C54H43BrClN6O5RuS
Method: DFT, wB97M-V/def2-TZVPD

Each line ends with the Mulliken charge.
Element x y z (Å)
Ru  0.51  -1.07  1.22  -0.212
Br  4.37  -5.19  -3.63  -0.225
C  3.59  -3.89  -2.48  -0.294
C  4.01  -2.57  -2.58  -0.297
C  3.37  -1.62  -1.81  -0.451
C  2.33  -1.93  -0.91  0.339
O  1.74  -0.96  -0.32  -0.082
C  1.97  -3.33  -0.75  -0.274
C  0.98  -3.80  0.14  -0.072
N  0.45  -3.14  1.14  0.741
C  -0.52  -3.65  1.97  0.715
C  -0.96  -4.98  2.00  -0.783
C  -2.00  -5.36  2.83  -0.981
C  -2.61  -4.45  3.68  -0.988
C  -2.15  -3.12  3.75  1.136
C  -2.68  -2.15  4.62  -1.226
C  -2.15  -0.87  4.62  -0.917
C  -1.15  -0.55  3.72  -0.639
N  -0.65  -1.44  2.85  1.491
C  -1.11  -2.72  2.87  -0.332
C  2.60  -4.26  -1.59  -1.015
H  4.80  -2.30  -3.26  0.470
H  3.64  -0.58  -1.90  0.521
H  0.62  -4.81  -0.07  0.159
H  -0.50  -5.72  1.36  0.478
H  -2.34  -6.38  2.81  0.416
H  -3.43  -4.75  4.30  0.448
H  -3.48  -2.41  5.30  0.453
H  -2.51  -0.12  5.30  0.525
H  -0.71  0.45  3.68  0.291
H  2.32  -5.30  -1.52  0.555
N  -1.15  -0.44  0.45  -0.006
C  -2.04  0.20  -0.14  0.458
C  -1.74  1.41  -0.94  0.216
C  -0.56  1.45  -1.67  0.420
C  -0.26  2.57  -2.43  -1.009
C  -1.13  3.66  -2.44  -0.722
C  -2.29  3.62  -1.69  -1.165
C  -2.60  2.50  -0.94  -0.120
C  -3.46  -0.20  0.01  -0.428
C  -3.87  -0.80  1.20  0.275
C  -5.20  -1.12  1.41  -0.720
C  -6.13  -0.85  0.42  -0.605
C  -5.73  -0.30  -0.78  -1.016
C  -4.40  0.02  -1.00  -0.164
H  0.11  0.60  -1.64  0.319
H  0.64  2.59  -3.03  0.587
H  -0.90  4.53  -3.04  0.432
H  -2.96  4.47  -1.68  0.427
H  -3.50  2.48  -0.35  0.693
H  -3.13  -1.01  1.96  0.109
H  -5.50  -1.57  2.34  0.461
H  -7.17  -1.07  0.59  0.402
H  -6.46  -0.11  -1.56  0.437
H  -4.08  0.42  -1.95  0.637
O  0.86  1.31  1.42  0.771
S  -0.22  2.23  1.90  0.453
C  -0.03  3.75  0.94  0.309
C  1.06  3.91  0.11  -0.208
C  1.23  5.10  -0.56  -0.838
C  0.30  6.12  -0.41  -0.578
C  -0.82  5.93  0.39  -0.790
C  -0.99  4.74  1.07  -0.430
C  0.52  3.00  3.37  0.802
C  1.88  3.25  3.36  -0.843
C  2.49  3.77  4.49  -0.653
C  1.73  4.04  5.62  -0.590
C  0.36  3.81  5.61  -0.810
C  -0.25  3.28  4.48  -0.168
H  1.76  3.09  0.01  0.287
H  2.09  5.24  -1.19  0.470
H  0.43  7.05  -0.94  0.430
H  -1.55  6.72  0.50  0.472
H  -1.85  4.58  1.70  0.427
H  2.46  3.01  2.49  0.348
H  3.55  3.94  4.49  0.415
H  2.20  4.43  6.51  0.412
H  -0.23  4.02  6.49  0.447
H  -1.31  3.09  4.47  0.522
N  5.23  0.91  1.98  -0.473
C  4.16  0.34  2.60  0.424
C  3.38  -0.63  1.97  0.055
N  2.29  -1.17  2.54  0.045
C  2.05  -0.75  3.81  -0.407
C  2.82  0.21  4.41  -0.725
N  3.87  0.79  3.83  -0.585
H  5.66  0.41  1.21  0.219
H  5.84  1.44  2.58  0.263
H  3.67  -1.00  0.99  0.283
H  1.27  -1.26  4.36  0.806
H  2.62  0.54  5.42  0.410
C  -0.97  -1.37  -7.52  -1.367
C  0.24  -1.06  -6.70  0.882
C  1.29  -0.32  -7.19  -0.843
C  2.42  -0.09  -6.41  0.059
Cl  3.74  0.81  -7.06  -0.274
C  2.49  -0.59  -5.12  -1.028
C  1.43  -1.32  -4.61  1.368
C  0.31  -1.58  -5.39  -0.033
O  -0.75  -2.32  -5.00  -0.417
C  -0.78  -2.94  -3.78  -0.965
C  -1.13  -1.88  -2.53  0.468
O  -1.99  -1.08  -2.83  -0.598
O  -0.45  -2.13  -1.55  -0.280
H  -0.90  -0.94  -8.51  0.408
H  -1.86  -0.99  -7.02  0.280
H  -1.09  -2.45  -7.61  0.292
H  1.25  0.09  -8.19  0.368
H  3.36  -0.40  -4.52  0.369
H  1.49  -1.68  -3.59  -0.292
H  0.14  -3.45  -3.51  0.371
H  -1.63  -3.62  -3.80  0.391

Charge ... 0
2S+1 ... 2
LUMO (alpha / beta) ... -0.045 / -0.045 Eh
Gap between HOMO and LUMO (alpha / beta) ... 5.15 / 5.16 eV



Molecular formula: C42H62F12N4O9
Method: DFT, wB97M-V/def2-TZVPD

Each line ends with the Mulliken charge.
Element x y z (Å)
C  2.32  -0.10  4.97  -1.290
C  3.06  0.07  3.58  0.521
C  4.45  -0.67  3.49  -0.878
N  2.49  0.74  2.63  -0.576
C  3.16  2.04  2.30  1.899
C  3.83  2.58  3.58  -0.616
N  4.26  3.06  4.52  -0.598
C  4.35  1.82  1.24  -1.512
C  3.91  1.04  -0.05  -0.111
C  3.90  -0.54  0.12  -0.456
O  3.80  -1.08  -1.23  -0.425
C  2.08  2.97  1.61  0.296
C  0.92  2.04  1.13  0.067
N  -0.04  1.45  1.00  -0.606
C  1.53  4.21  2.39  -1.224
C  0.00  4.13  2.82  -0.738
C  -0.99  4.64  1.70  -0.508
C  -2.40  5.11  2.23  -0.734
C  -3.39  3.86  2.30  -0.600
C  -4.88  4.44  2.26  -0.848
C  -5.70  3.87  1.02  -0.010
C  -6.92  2.99  1.46  -1.206
C  -6.47  1.57  2.03  0.143
C  -7.61  1.09  3.02  -0.850
C  -7.22  -0.36  3.57  -0.588
C  -7.60  -1.50  2.55  -0.771
N  -6.45  -2.09  1.83  0.268
C  -5.39  -2.78  2.42  -0.374
C  -4.55  -3.20  1.33  -0.504
C  -5.17  -2.73  0.05  -0.604
C  -6.39  -2.02  0.44  -0.206
H  1.25  0.20  4.92  0.319
H  2.92  0.53  5.69  0.296
H  2.47  -1.17  5.29  0.430
H  5.32  0.05  3.47  0.218
H  4.45  -1.40  2.66  0.155
H  4.60  -1.27  4.44  0.447
H  5.28  1.42  1.71  0.510
H  4.61  2.87  0.89  0.482
H  4.73  1.22  -0.82  0.638
H  2.97  1.41  -0.53  -0.102
H  4.91  -0.84  0.50  0.101
H  3.05  -0.90  0.75  0.302
H  4.64  -0.87  -1.66  0.258
H  2.54  3.35  0.65  0.531
H  1.57  5.09  1.69  0.384
H  2.09  4.53  3.31  0.504
H  -0.10  4.88  3.67  0.514
H  -0.29  3.14  3.26  0.281
H  -1.13  3.81  0.96  0.115
H  -0.50  5.48  1.12  0.408
H  -2.32  5.66  3.20  0.251
H  -2.81  5.81  1.44  0.344
H  -3.22  3.18  1.43  0.361
H  -3.19  3.34  3.28  0.247
H  -4.89  5.56  2.23  0.526
H  -5.37  4.15  3.23  0.395
H  -5.05  3.27  0.32  -0.033
H  -6.06  4.76  0.43  0.322
H  -7.59  2.77  0.58  0.389
H  -7.56  3.49  2.24  0.344
H  -5.52  1.61  2.62  0.187
H  -6.43  0.83  1.20  0.056
H  -8.56  0.98  2.45  0.240
H  -7.78  1.79  3.87  0.422
H  -7.88  -0.51  4.47  0.319
H  -6.16  -0.39  3.94  0.401
H  -8.26  -1.04  1.76  0.317
H  -8.16  -2.30  3.09  0.341
H  -5.24  -2.96  3.51  0.351
H  -3.61  -3.80  1.39  0.368
H  -4.81  -2.91  -0.98  0.363
H  -7.11  -1.55  -0.26  0.329
C  -3.49  1.85  -5.35  -1.238
C  -2.91  2.91  -4.44  0.021
O  -3.94  3.80  -3.95  -0.359
C  -4.66  3.32  -2.93  0.308
O  -4.50  2.25  -2.43  -0.539
C  -5.69  4.36  -2.47  0.988
F  -6.36  4.91  -3.50  -0.266
F  -5.11  5.38  -1.81  -0.271
F  -6.60  3.82  -1.65  -0.233
H  -4.06  2.31  -6.16  0.316
H  -2.70  1.23  -5.78  0.382
H  -4.18  1.20  -4.81  0.372
H  -2.21  3.53  -5.01  0.196
H  -2.35  2.48  -3.61  0.331
C  4.08  0.25  -4.86  -1.273
C  3.73  1.51  -4.10  0.243
O  2.89  2.37  -4.89  -0.341
C  1.59  2.04  -4.93  0.352
O  1.11  1.10  -4.37  -0.516
C  0.81  3.06  -5.76  0.913
F  1.41  3.34  -6.93  -0.260
F  0.66  4.23  -5.11  -0.271
F  -0.43  2.62  -6.06  -0.242
H  4.53  0.50  -5.83  0.369
H  4.78  -0.36  -4.29  0.363
H  3.19  -0.35  -5.07  0.295
H  4.64  2.08  -3.89  0.387
H  3.26  1.29  -3.14  -0.006
C  0.81  -3.87  -1.22  -1.266
C  2.24  -4.34  -1.06  -0.044
O  2.43  -5.64  -1.66  -0.313
C  2.57  -5.66  -2.99  0.381
O  2.55  -4.69  -3.70  -0.519
C  2.81  -7.09  -3.47  0.821
F  1.95  -7.97  -2.92  -0.252
F  4.05  -7.51  -3.15  -0.221
F  2.68  -7.22  -4.80  -0.242
H  0.12  -4.62  -0.81  0.343
H  0.65  -2.93  -0.70  0.388
H  0.55  -3.74  -2.27  0.317
H  2.48  -4.45  0.00  0.314
H  2.95  -3.62  -1.48  0.286
C  6.08  -8.07  -0.60  -0.960
C  7.49  -7.58  -0.85  -0.253
O  7.69  -6.28  -0.26  -0.323
C  7.92  -6.26  1.06  0.351
O  7.96  -7.24  1.75  -0.507
C  8.16  -4.83  1.54  0.893
F  7.25  -3.97  1.05  -0.232
F  9.37  -4.38  1.15  -0.259
F  8.12  -4.73  2.87  -0.248
H  5.35  -7.33  -0.96  0.150
H  5.90  -9.01  -1.12  0.389
H  5.89  -8.22  0.46  0.352
H  7.65  -7.46  -1.92  0.328
H  8.23  -8.29  -0.49  0.317

Structure (SMILES) ... CC(C)=N[C@@](C#N)(CCCO)[C@@H](C#N)CCCCCCCCCCCCn1cccc1.CCOC(=O)C(F)(F)F.CCOC(=O)C(F)(F)F.CCOC(=O)C(F)(F)F.CCOC(=O)C(F)(F)F
Charge ... 0
LUMO ... -0.010 Eh
Gap between HOMO and LUMO ... 7.60 eV



Molecular formula: C4H18O6
Method: DFT, wB97M-V/def2-TZVPD

Each line ends with the Mulliken charge.
Element x y z (Å)
C  -1.73  0.70  -0.80  -1.361
C  -0.48  1.55  -0.85  1.180
C  -0.53  2.82  -1.72  -1.326
C  0.69  0.73  -1.40  -0.276
O  1.28  -0.03  -0.65  -0.546
H  -2.53  1.24  -0.36  0.468
H  -1.52  -0.10  0.01  0.196
H  -1.91  0.21  -1.75  0.370
H  -0.16  2.10  0.11  -0.083
H  -0.03  2.59  -2.64  0.320
H  0.01  3.61  -1.15  0.341
H  -1.53  3.18  -2.00  0.303
H  1.04  0.94  -2.37  0.365
O  2.11  -2.71  2.03  -0.697
H  1.59  -1.96  2.18  0.441
H  2.89  -2.24  1.58  0.314
O  -0.24  -1.67  -2.44  -0.596
H  0.23  -2.37  -2.96  0.279
H  -0.35  -1.94  -1.55  0.330
O  0.68  -0.52  2.09  -0.788
H  0.91  -0.10  2.92  0.302
H  0.79  -0.09  1.27  0.468
O  0.03  -3.66  -0.06  -0.665
H  0.70  -3.40  0.56  0.370
H  -0.67  -4.16  0.41  0.302
O  -0.13  1.68  3.30  -0.552
H  -0.70  1.08  3.23  0.261
H  -0.45  2.52  2.99  0.281

Structure (SMILES) ... CC(C)C=O.O.O.O.O.O
Charge ... 0
ΔE to the lowest compared entry with this formula, charge and spin ... 41.0 kcal/mol
LUMO ... 0.014 Eh
Gap between HOMO and LUMO ... 10.44 eV



The records above yield max |F| values of 2.28 4.73 4.29 11.40 eV/Å, respectively.
The records above yield E values of -390.59473 -6315.57361 -3732.00058 -614.57072 a.u., respectively.